Run one
Formula: C3H4Cl2S
Source: OMol25
Level of theory: ωB97M-V/def2-TZVPD

Summary:
Gap between HOMO and LUMO ... 0.3705 Eh
SMILES string ... S[C@H]1CC1(Cl)Cl
HOMO ... -9.40 eV
LUMO energy ... 0.68 eV

```
! wB97M-V def2-TZVPD RIJCOSX def2/J DEFGRID3
* xyz 0 1
Cl 1.98 0.80 -0.77
Cl -0.48 2.26 -1.00
S -0.13 -2.19 -0.66
C 0.21 0.83 -0.36
C -0.60 -0.43 -0.26
C -0.18 0.30 0.98
H -1.66 -0.35 -0.51
H 1.18 -2.07 -0.54
H 0.62 -0.04 1.61
H -0.95 0.89 1.52
*
```


Run two
Formula: C3H4Cl2S
Source: OMol25
Level of theory: ωB97M-V/def2-TZVPD

Summary:
Gap between HOMO and LUMO (spin up / spin down) ... 0.3154 / 0.2897 Eh
HOMO (spin up / spin down) ... -8.43 / -8.48 eV
LUMO energy (spin up / spin down) ... 0.15 / -0.60 eV

```
! wB97M-V def2-TZVPD RIJCOSX def2/J DEFGRID3
* xyz 0 1
Cl 1.27 -2.05 1.24
Cl 0.91 -1.08 -1.47
S 2.25 0.67 0.50
C -1.26 0.42 0.67
C 1.14 -0.67 0.18
C -1.88 0.53 -0.44
H 3.12 0.46 -0.50
H -1.45 0.18 -1.37
H -2.87 0.97 -0.53
H -1.22 0.58 1.72
*
```


It is run one that is the most stable of them.


Run one
Formula: C3H4O
Source: OMol25
Level of theory: ωB97M-V/def2-TZVPD

Summary:
Gap between HOMO and LUMO ... 0.3658 Eh
HOMO ... -9.13 eV
LUMO energy ... 0.83 eV

```
! wB97M-V def2-TZVPD RIJCOSX def2/J DEFGRID3
* xyz 0 1
O -0.71 -0.98 -0.47
C -0.37 1.53 -0.03
C 0.52 -1.46 0.22
C -0.30 0.23 -0.12
H -1.07 2.16 -0.61
H 0.45 2.31 0.36
H 0.26 -1.97 1.10
H 1.22 -1.84 -0.46
*
```


Run two
Formula: C3H4O
Source: OMol25
Level of theory: ωB97M-V/def2-TZVPD

Summary:
Gap between HOMO and LUMO ... 0.3839 Eh
SMILES string ... C=CC=O
HOMO ... -10.07 eV
LUMO energy ... 0.38 eV

```
! wB97M-V def2-TZVPD RIJCOSX def2/J DEFGRID3
* xyz 0 1
O 2.20 -0.12 -0.02
C -1.23 -0.09 -0.08
C 1.13 0.40 0.09
C -0.01 -0.44 0.19
H -1.36 0.96 -0.21
H 1.04 1.57 0.03
H 0.34 -1.45 0.24
H -2.12 -0.83 -0.25
*
```


Run three
Formula: C3H4O
Source: OMol25
Level of theory: ωB97M-V/def2-TZVPD

Summary:
Gap between HOMO and LUMO ... 0.3683 Eh
SMILES string ... C=CC=O
HOMO ... -10.03 eV
LUMO energy ... -0.01 eV

```
! wB97M-V def2-TZVPD RIJCOSX def2/J DEFGRID3
* xyz 0 1
O 0.61 1.36 -0.12
C 0.85 0.19 -0.35
C -0.14 -0.88 -0.13
C -1.27 -0.62 0.53
H 0.17 -1.86 -0.45
H -1.51 0.35 0.97
H -1.97 -1.40 0.94
H 1.84 -0.13 -0.79
*
```


It is run three that is the most stable of them.


Run one
Formula: C2H8N4S
Source: OMol25
Level of theory: ωB97M-V/def2-TZVPD

Summary:
Gap between HOMO and LUMO ... 0.3227 Eh
SMILES string ... CN/C(=N/S)NN
HOMO ... -7.95 eV
LUMO energy ... 0.83 eV

```
! wB97M-V def2-TZVPD RIJCOSX def2/J DEFGRID3
* xyz 0 1
S -2.24 -1.34 0.00
N -0.57 -1.07 -0.13
N -0.65 1.41 -0.08
N -2.04 1.71 0.02
N 1.28 0.30 -0.03
C 2.22 -0.85 0.04
C -0.06 0.09 -0.09
H 3.32 -0.40 -0.07
H -0.04 1.92 0.64
H 1.67 1.07 -0.62
H 1.89 -1.56 -0.76
H 2.21 -1.41 1.11
H -2.55 1.29 0.81
H -1.94 -2.71 -0.03
H -2.49 1.54 -0.81
*
```


Run two
Formula: C2H8N4S
Source: OMol25
Level of theory: ωB97M-V/def2-TZVPD

Summary:
Gap between HOMO and LUMO ... 0.3380 Eh
SMILES string ... N/N=C(/CS)NN
HOMO ... -8.35 eV
LUMO energy ... 0.85 eV

```
! wB97M-V def2-TZVPD RIJCOSX def2/J DEFGRID3
* xyz 0 1
S -1.62 -1.89 -0.93
N 0.47 -1.15 1.76
N 1.55 1.75 -0.60
N 0.79 -0.16 0.79
N 0.22 1.32 -0.92
C -0.09 0.34 -0.14
C -1.51 -0.21 -0.24
H 1.53 0.48 1.08
H -1.03 -1.56 -2.12
H -0.06 -1.89 1.22
H 2.18 0.94 -0.85
H -2.00 -0.18 0.73
H 1.81 2.51 -1.25
H -0.23 -0.75 2.39
H -2.03 0.46 -0.92
*
```


It is run two that is the most stable of them.


Run one
Formula: C9H13N3O
Source: OMol25
Level of theory: ωB97M-V/def2-TZVPD

Summary:
Gap between HOMO and LUMO (spin up / spin down) ... 0.2226 / 0.2226 Eh
SMILES string ... CO/N=C/[NH+]=C1/C=CC=C/C1=C\[NH3+]
HOMO (spin up / spin down) ... -15.63 / -15.63 eV
LUMO energy (spin up / spin down) ... -9.57 / -9.57 eV

```
! wB97M-V def2-TZVPD RIJCOSX def2/J DEFGRID3
* xyz 2 1
O 3.54 0.31 -0.09
N -2.01 2.72 -0.34
N 0.61 -1.18 -1.41
N 2.33 -0.29 -0.12
C -1.17 1.54 -0.80
C -2.18 -2.23 0.52
C -1.07 0.37 -0.13
C -1.27 -2.07 -0.49
C -1.93 0.13 1.01
C 4.17 0.38 1.19
C -0.51 -0.89 -0.77
C -2.41 -1.09 1.37
C 1.87 -0.66 -1.26
H -2.66 -3.16 0.90
H -2.83 -1.30 2.39
H -1.15 -2.87 -1.18
H 2.52 -0.71 -2.16
H -0.88 1.64 -1.88
H -2.84 2.82 -0.94
H 5.31 0.21 1.01
H 0.71 -2.04 -1.93
H -2.20 2.67 0.69
H 3.55 -0.35 1.79
H 3.90 1.38 1.56
H -1.45 3.63 -0.52
H -1.96 1.07 1.58
*
```


Run two
Formula: C9H13N3O
Source: OMol25
Level of theory: ωB97M-V/def2-TZVPD

Summary:
Gap between HOMO and LUMO ... 0.2863 Eh
SMILES string ... CO/N=C/[NH+]=C1/C=CC=C/C1=C/[NH3+]
HOMO ... -16.44 eV
LUMO energy ... -8.65 eV

```
! wB97M-V def2-TZVPD RIJCOSX def2/J DEFGRID3
* xyz 2 1
O 2.91 0.11 0.36
N 0.61 -1.56 -1.95
N -0.07 1.51 -1.05
N 1.77 0.25 -0.25
C -2.43 1.19 -0.34
C -1.13 0.64 -0.63
C -3.34 0.36 0.37
C -2.82 -0.74 1.16
C 1.14 1.37 -0.45
C 3.19 0.69 1.66
C 0.47 -1.27 -0.56
C -1.52 -1.21 0.94
C -0.71 -0.65 -0.07
H -2.80 2.16 -0.50
H 0.38 -0.73 -2.52
H 1.63 2.35 -0.03
H -0.10 -2.23 -2.05
H 2.31 1.25 1.96
H -1.25 -2.09 1.41
H 0.87 -2.16 0.03
H 1.52 -1.99 -2.24
H 3.54 -0.26 2.21
H -3.44 -1.38 1.81
H -0.30 2.34 -1.44
H 3.98 1.37 1.59
H -4.40 0.68 0.59
*
```


It is run two that is the most stable of them.


Run one
Formula: C20H23N5O2
Source: OMol25
Level of theory: ωB97M-V/def2-TZVPD

Summary:
Gap between HOMO and LUMO ... 0.3115 Eh
SMILES string ... CCOc1ccccc1NC(=O)N1CCCN(c2ncccc2C#N)CC1
HOMO ... -7.99 eV
LUMO energy ... 0.48 eV

```
! wB97M-V def2-TZVPD RIJCOSX def2/J DEFGRID3
* xyz 0 1
O 2.32 -1.60 0.35
O -0.48 2.06 1.85
N 0.91 0.51 0.91
N 0.40 -2.25 -2.02
N -1.07 1.35 -1.74
N 0.63 2.60 -0.05
N -2.90 0.91 -0.46
C -0.60 -1.92 3.28
C 0.63 -0.64 1.66
C 2.98 -2.73 -0.18
C -1.40 -0.91 -0.80
C 0.28 1.73 0.97
C -0.35 -0.71 2.64
C -3.28 -1.14 0.68
C -2.16 -1.68 0.07
C 3.78 -2.27 -1.39
C 1.38 -1.78 1.33
C -1.76 0.45 -0.99
C 0.13 -3.04 2.95
C -1.64 2.68 -1.90
C -1.59 3.54 -0.63
C 1.22 2.17 -1.29
C 0.31 1.20 -2.10
C 1.12 -2.98 1.97
C -0.37 -1.60 -1.48
C -0.17 3.81 -0.12
C -3.62 0.16 0.34
H -0.23 4.23 0.88
H 0.62 0.17 -1.94
H 1.64 0.35 0.24
H -2.68 2.57 -2.20
H -4.52 0.62 0.72
H 2.24 -3.48 -0.49
H 0.43 1.41 -3.17
H 3.10 -1.89 -2.15
H 1.68 -3.86 1.73
H 2.19 1.69 -1.11
H 3.65 -3.16 0.58
H 4.35 -3.10 -1.80
H -1.09 3.17 -2.71
H 0.35 4.51 -0.77
H 4.47 -1.47 -1.10
H 1.42 3.07 -1.87
H -3.87 -1.72 1.38
H -2.14 3.01 0.15
H -0.92 0.17 2.88
H -1.87 -2.71 0.25
H -2.09 4.49 -0.82
H -1.36 -1.97 4.04
H -0.06 -3.98 3.44
*
```


Run two
Formula: C20H23N5O2
Source: OMol25
Level of theory: ωB97M-V/def2-TZVPD

Summary:
Gap between HOMO and LUMO ... 0.2843 Eh
SMILES string ... CNCc1cccc2c1C(=O)C=CC2=O.CC#N.CC#N.CC#N.CC#N
HOMO ... -8.03 eV
LUMO energy ... -0.29 eV

```
! wB97M-V def2-TZVPD RIJCOSX def2/J DEFGRID3
* xyz 0 1
O -0.01 -5.53 -1.19
O 1.28 -1.65 1.71
N 4.10 -3.62 -3.58
N -0.50 2.35 -1.61
N 2.05 6.59 -2.36
N -4.17 2.10 3.47
N -0.99 0.04 2.07
C 2.20 -2.91 -0.07
C -0.66 -3.18 -1.00
C -5.81 0.45 4.70
C 0.32 4.49 -0.32
C -1.18 -0.86 -0.20
C -1.31 1.18 2.96
C -0.28 -2.00 -0.17
C -1.90 -3.17 -1.75
C 4.52 -6.21 -3.64
C -2.80 -2.02 -1.78
C 3.91 7.50 -0.73
C 2.86 6.99 -1.65
C -4.88 1.38 4.00
C -0.14 3.29 -1.05
C 1.83 -3.99 -0.80
C 4.28 -4.75 -3.61
C -0.87 0.44 0.65
C 1.05 -2.10 0.61
C 0.33 -4.39 -1.01
C -2.41 -0.86 -0.98
H -2.08 0.82 3.69
H -1.53 1.29 0.35
H -3.72 -2.07 -2.40
H 4.64 8.08 -1.29
H 0.76 4.19 0.63
H 3.57 -6.74 -3.56
H 4.41 6.66 -0.24
H -2.13 -4.10 -2.32
H -1.69 -0.69 2.09
H 0.18 0.73 0.36
H -6.48 -0.01 3.98
H 5.17 -6.50 -2.82
H -0.52 5.15 -0.13
H -0.39 1.37 3.58
H -5.24 -0.32 5.21
H -3.11 0.02 -1.01
H 5.00 -6.49 -4.58
H 3.25 -2.59 0.07
H -6.40 1.00 5.44
H 3.45 8.13 0.03
H -1.66 2.10 2.44
H 1.06 5.02 -0.91
H 2.64 -4.60 -1.27
*
```


It is run one that is the most stable of them.


Run one
Formula: ClH2N2P
Source: OMol25
Level of theory: ωB97M-V/def2-TZVPD

Summary:
Gap between HOMO and LUMO (spin up / spin down) ... 0.2845 / 0.2958 Eh
HOMO (spin up / spin down) ... -7.85 / -8.42 eV
LUMO energy (spin up / spin down) ... -0.11 / -0.36 eV

```
! wB97M-V def2-TZVPD RIJCOSX def2/J DEFGRID3
* xyz 0 1
Cl -1.88 -0.33 -0.53
P -0.46 -1.37 0.42
N 1.94 0.80 -0.41
N 0.82 0.48 -0.31
H -0.43 -0.47 1.55
H 0.02 0.89 -0.72
*
```


Run two
Formula: ClH2N2P
Source: OMol25
Level of theory: ωB97M-V/def2-TZVPD

Summary:
Gap between HOMO and LUMO ... 0.3107 Eh
SMILES string ... N/N=P/Cl
HOMO ... -8.46 eV
LUMO energy ... -0.01 eV

```
! wB97M-V def2-TZVPD RIJCOSX def2/J DEFGRID3
* xyz 0 1
Cl -1.70 -2.36 0.36
P -1.07 -0.57 0.96
N -0.09 -0.28 -0.30
N 0.68 0.87 -0.39
H 0.77 1.44 0.53
H 1.40 0.90 -1.16
*
```


It is run two that is the most stable of them.


Run one
Formula: C4H6F2
Source: OMol25
Level of theory: ωB97M-V/def2-TZVPD

Summary:
Gap between HOMO and LUMO ... 0.4335 Eh
SMILES string ... C=C[C@@H](F)CF
HOMO ... -10.61 eV
LUMO energy ... 1.19 eV

```
! wB97M-V def2-TZVPD RIJCOSX def2/J DEFGRID3
* xyz 0 1
F -0.86 1.38 -1.32
F 0.59 -1.83 -0.67
C -0.12 -0.24 1.01
C 0.60 0.58 1.71
C 0.34 -0.47 -0.41
C -0.70 -0.02 -1.44
H -1.00 -0.76 1.40
H 1.25 0.13 -0.55
H -1.65 -0.50 -1.29
H -0.30 -0.23 -2.46
H 1.42 1.16 1.26
H 0.42 0.78 2.75
*
```


Run two
Formula: C4H6F2
Source: OMol25
Level of theory: ωB97M-V/def2-TZVPD

Summary:
Gap between HOMO and LUMO ... 0.4302 Eh
SMILES string ... FC[C@@H]1C[C@@H]1F
HOMO ... -10.61 eV
LUMO energy ... 1.09 eV

```
! wB97M-V def2-TZVPD RIJCOSX def2/J DEFGRID3
* xyz 0 1
F 0.80 1.97 -1.31
F 1.11 -1.41 -0.81
C -0.49 0.28 -0.18
C -0.20 -1.14 -0.53
C -0.55 -0.76 0.90
C 0.68 1.23 -0.10
H -0.82 -1.73 -1.21
H 0.33 -0.69 1.69
H 0.50 1.96 0.69
H -1.54 -1.07 1.26
H 1.62 0.67 0.09
H -1.45 0.69 -0.49
*
```


It is run one that is the most stable of them.


Run one
Formula: C4H7N2S
Source: OMol25
Level of theory: ωB97M-V/def2-TZVPD

Summary:
Gap between HOMO and LUMO (spin up / spin down) ... 0.2832 / 0.2427 Eh
Expectation value of S² ... 2.033
HOMO (spin up / spin down) ... -11.95 / -14.15 eV
LUMO energy (spin up / spin down) ... -4.24 / -7.54 eV

```
! wB97M-V def2-TZVPD RIJCOSX def2/J DEFGRID3
* xyz 1 3
S -2.85 -0.25 -1.68
N 0.58 1.20 2.16
N -0.88 0.20 -0.06
C 1.28 0.62 2.99
C -0.18 -0.65 -2.27
C 0.28 0.17 0.44
C -1.27 -0.25 -1.35
H 0.43 -1.45 -1.85
H 1.45 1.18 3.91
H 1.18 -0.19 -0.03
H -1.66 0.59 0.49
H 1.74 -0.37 2.95
H 0.48 0.20 -2.48
H -0.60 -1.00 -3.21
*
```


Run two
Formula: C4H7N2S
Source: OMol25
Level of theory: ωB97M-V/def2-TZVPD

Summary:
Gap between HOMO and LUMO (spin up / spin down) ... 0.2613 / 0.2277 Eh
Expectation value of S² ... 2.035
HOMO (spin up / spin down) ... -11.65 / -14.97 eV
LUMO energy (spin up / spin down) ... -4.53 / -8.77 eV

```
! wB97M-V def2-TZVPD RIJCOSX def2/J DEFGRID3
* xyz 1 3
S -2.58 -0.52 2.05
N -1.06 -0.08 -0.23
N 0.94 -0.12 0.96
C 2.36 -0.24 1.12
C -1.65 0.32 -1.47
C 0.38 0.00 -0.15
C -1.81 -0.28 0.77
H 2.76 0.79 1.22
H -2.71 -0.03 -1.45
H -1.61 1.36 -1.53
H 2.52 -0.76 2.03
H 0.76 0.35 -1.15
H 2.79 -0.69 0.23
H -1.10 -0.12 -2.38
*
```


It is run two that is the most stable of them.


Run one
Formula: H3N4O2
Source: OMol25
Level of theory: ωB97M-V/def2-TZVPD

Summary:
Gap between HOMO and LUMO ... 0.3199 Eh
SMILES string ... NNN=[N+]([O-])[O-]
HOMO ... -3.86 eV
LUMO energy ... 4.85 eV

```
! wB97M-V def2-TZVPD RIJCOSX def2/J DEFGRID3
* xyz -1 1
O 0.73 -1.20 -1.37
O 2.30 -1.16 0.16
N -1.41 0.46 0.62
N -0.40 1.03 -0.22
N 0.84 0.45 0.21
N 1.26 -0.66 -0.32
H -1.36 1.00 1.48
H -1.31 -0.57 0.72
H -0.64 0.65 -1.27
*
```


Run two
Formula: H3N4O2
Source: OMol25
Level of theory: ωB97M-V/def2-TZVPD

Summary:
Gap between HOMO and LUMO (spin up / spin down) ... 0.2856 / 0.2854 Eh
HOMO (spin up / spin down) ... -3.19 / -3.19 eV
LUMO energy (spin up / spin down) ... 4.58 / 4.58 eV

```
! wB97M-V def2-TZVPD RIJCOSX def2/J DEFGRID3
* xyz -1 1
O -3.15 0.82 0.76
O -2.53 2.79 0.18
N 0.69 -0.30 -0.47
N -0.64 0.11 0.90
N -2.28 1.65 0.54
N -1.01 1.38 0.76
H 1.47 -0.48 0.32
H -1.41 -0.44 0.62
H 0.82 0.72 -0.57
*
```


It is run one that is the most stable of them.


Run one
Formula: C4H5NS2
Source: OMol25
Level of theory: ωB97M-V/def2-TZVPD

Summary:
Gap between HOMO and LUMO ... 0.2945 Eh
SMILES string ... S=C[C@H]1NCC1=S
HOMO ... -8.59 eV
LUMO energy ... -0.58 eV

```
! wB97M-V def2-TZVPD RIJCOSX def2/J DEFGRID3
* xyz 0 1
S 2.75 -0.44 -0.31
S -2.48 -1.00 -0.14
N 0.35 1.56 0.15
C 0.20 0.13 0.60
C -1.37 0.15 0.02
C 1.33 -0.70 0.29
C -1.05 1.67 -0.36
H 0.67 2.15 1.01
H -0.13 -0.11 1.78
H -1.29 2.13 -1.40
H 1.07 -1.76 1.00
H -1.71 2.14 0.48
*
```


Run two
Formula: C4H5NS2
Source: OMol25
Level of theory: ωB97M-V/def2-TZVPD

Summary:
Gap between HOMO and LUMO ... 0.3024 Eh
SMILES string ... N#CCCSC=S
HOMO ... -8.69 eV
LUMO energy ... -0.46 eV

```
! wB97M-V def2-TZVPD RIJCOSX def2/J DEFGRID3
* xyz 0 1
S 2.49 1.09 0.31
S 0.84 -1.50 -0.46
N -0.64 2.58 -0.47
C -0.23 -0.80 0.92
C 1.91 -0.10 -0.66
C -1.29 -0.02 0.02
C -0.86 1.33 -0.35
H 0.37 -0.47 1.71
H -2.48 0.21 0.50
H -1.00 -1.80 1.02
H -1.70 -0.61 -0.88
H 2.59 0.10 -1.66
*
```


It is run two that is the most stable of them.


Run one
Formula: C8H5ClN2S2
Source: OMol25
Level of theory: ωB97M-V/def2-TZVPD

Summary:
Gap between HOMO and LUMO ... 0.2999 Eh
SMILES string ... Clc1nss/c1=N\c1ccccc1
HOMO ... -8.66 eV
LUMO energy ... -0.50 eV

```
! wB97M-V def2-TZVPD RIJCOSX def2/J DEFGRID3
* xyz 0 1
Cl 3.63 2.25 0.21
S 1.93 -1.61 -0.16
S 4.02 -1.87 -0.22
N 1.07 0.90 0.13
N 4.41 -0.19 -0.09
C 3.32 0.60 -0.01
C -2.95 -0.32 -0.07
C -0.31 0.50 0.05
C -2.21 -0.70 1.05
C 1.99 0.11 0.01
C -2.42 0.32 -1.04
C -0.93 -0.25 1.10
C -1.13 0.82 -1.02
H -2.50 -1.20 1.80
H -0.06 -0.63 1.93
H -4.02 -0.72 0.05
H -0.74 1.30 -1.76
H -3.11 0.68 -1.96
*
```


Run two
Formula: C8H5ClN2S2
Source: OMol25
Level of theory: ωB97M-V/def2-TZVPD

Summary:
Gap between HOMO and LUMO ... 0.3164 Eh
SMILES string ... Clc1nss/c1=N\c1ccccc1
HOMO ... -8.74 eV
LUMO energy ... -0.13 eV

```
! wB97M-V def2-TZVPD RIJCOSX def2/J DEFGRID3
* xyz 0 1
Cl -3.61 2.25 0.17
S -1.91 -1.74 -0.10
S -3.95 -1.88 -0.15
N -4.33 -0.19 -0.04
N -1.00 0.88 0.07
C 2.30 -0.52 1.15
C 2.35 0.20 -1.12
C 3.10 -0.30 -0.01
C -1.98 0.08 0.02
C 1.07 0.60 -1.12
C 0.97 -0.06 1.23
C -3.39 0.51 0.03
C 0.31 0.39 0.08
H 2.59 -0.84 2.01
H 2.90 0.37 -2.03
H 3.97 -0.79 -0.16
H 0.08 -0.18 2.07
H 0.55 1.22 -2.09
*
```


It is run two that is the most stable of them.